{
  "formula": "H4NP",
  "method": "ωB97M-V with the def2-TZVPD basis set",
  "species": ["N", "P", "H", "H", "H", "H"],
  "coordinates": [[-0.131028, 0.836585, -0.065523], [0.862136, -2.410692, 0.484775], [0.570675, 1.591259, -0.092195], [-1.028314, 1.309925, -0.115978], [-0.227429, -1.584174, 0.675750], [-0.046039, 0.257097, -0.886829]],
  "forces_ev_per_angstrom": [[0.19, 0.94, 0.32], [0.65, -0.53, -0.10], [-0.36, -0.71, -0.16], [0.01, -0.16, -0.01], [-0.65, 0.36, 0.17], [0.15, 0.10, -0.22]],
  "molar_mass_da": 49.01,
  "homo_lumo_gap_ev": [7.4, 7.3],
  "energy_ev": -10840.7497,
  "lumo_energy_ev": [-1.16, -1.17],
  "relative_energy_kcal_mol": 54.9,
  "multiplicity": 1
}

=====

{
  "formula": "H4NPS",
  "method": "ωB97M-V with the def2-TZVPD basis set",
  "species": ["N", "P", "S", "H", "H", "H", "H"],
  "coordinates": [[-0.791839, 0.134756, 0.843120], [1.715824, -1.190744, -0.658920], [0.621169, -1.150428, -2.318378], [-0.344866, 1.117089, 0.636237], [-0.100030, -0.527999, 1.143647], [-1.223049, -0.172405, 0.000868], [-0.662407, -0.798351, -1.807235]],
  "forces_ev_per_angstrom": [[0.53, 3.28, 0.35], [0.49, -0.26, -0.23], [-1.23, 0.41, 0.58], [-0.97, -2.83, 0.61], [0.28, 0.09, -0.12], [-0.27, -0.29, -0.54], [1.16, -0.40, -0.66]],
  "molar_mass_da": 81.08,
  "homo_lumo_gap_ev": [6.7, 6.7],
  "energy_ev": -21676.8611,
  "lumo_energy_ev": [-1.35, -1.34],
  "relative_energy_kcal_mol": 49.5,
  "multiplicity": 1
}

=====

{
  "formula": "H4NPSi",
  "method": "ωB97M-V with the def2-TZVPD basis set",
  "species": ["N", "Si", "P", "H", "H", "H", "H"],
  "coordinates": [[0.762613, 0.837786, 0.091280], [-0.783395, 0.132936, 0.460417], [1.965206, 0.477224, -0.774195], [-1.705954, 1.266860, 0.432565], [-1.109169, -0.877048, -0.546175], [-0.648572, -0.461768, 1.791944], [1.519271, -1.375989, -1.455836]],
  "forces_ev_per_angstrom": [[0.44, 0.09, -0.26], [0.43, 0.29, 0.02], [-0.86, -2.56, -0.66], [-0.36, 0.00, 0.07], [-0.13, -0.22, -0.16], [-0.16, -0.07, 0.20], [0.65, 2.47, 0.78]],
  "molar_mass_da": 77.10,
  "homo_lumo_gap_ev": 8.1,
  "energy_ev": -18719.0566,
  "lumo_energy_ev": -0.77,
  "relative_energy_kcal_mol": 22.4,
  "multiplicity": 1
}